19
Properties=species:S:1:pos:R:3:mulliken_charge:R:1 method="wB97M-V/def2-TZVPD" total_charge=+1 homo_lumo_gap_ev="7.32 / 7.32" total_energy_ev=-12886.421 lumo_energy_ha="-0.2339 / -0.2339"
C 2.3010 1.6749 0.0322 -0.395
C 0.9218 1.4255 0.1986 -0.405
C 3.1330 0.5781 -0.1889 -0.217
C 0.4654 0.1545 -0.0536 0.790
C -0.8394 -0.5037 0.0479 0.227
C 1.4612 -0.9038 -0.1007 0.124
C -2.1414 0.1705 -0.1488 0.015
C -3.4489 -0.3736 -0.1198 -1.078
N 2.7618 -0.6733 -0.0821 -0.568
N 0.6664 -2.0530 0.1498 0.240
N -0.5739 -1.8360 0.2473 -0.522
H 2.7019 2.7406 -0.0179 0.347
H 0.4154 2.3034 0.5932 0.374
H 4.2608 0.6223 -0.2688 0.375
H -2.1179 1.2434 -0.4560 0.382
H -3.9744 0.2342 0.6744 0.342
H -3.3044 -1.4376 0.1970 0.310
H -3.8096 -0.4649 -1.1699 0.343
H 1.1211 -2.9014 0.4661 0.317


19
Properties=species:S:1:pos:R:3:mulliken_charge:R:1 method="wB97M-V/def2-TZVPD" total_charge=+1 homo_lumo_gap_ev=7.85 total_energy_ev=-12884.728 lumo_energy_ha=-0.2056
C 0.4440 1.3897 -0.5309 0.888
C 1.7082 1.6839 -0.3041 -0.973
C 0.6227 -1.7714 -0.2259 -0.045
C 2.7423 0.6149 -0.0547 0.139
C 1.2253 -0.9857 0.7194 -0.564
C -0.7035 -2.0085 -0.4549 -0.129
C -1.6483 0.2247 -0.1596 0.509
C -2.7800 0.8685 0.4909 -0.999
N -1.6196 -1.0666 -0.3221 -0.344
N -0.7141 1.0415 -0.6519 -0.268
N 2.4898 -0.5507 0.3926 -0.405
H 2.1933 2.6013 -0.4671 0.423
H 1.2926 -2.4152 -0.7923 0.352
H 3.8536 0.7639 -0.2433 0.389
H 0.7668 -0.6264 1.5702 0.612
H -0.9689 -2.8389 -1.0640 0.421
H -3.3718 0.1160 1.1220 0.309
H -3.2661 1.3801 -0.2442 0.348
H -2.2664 1.5788 1.2200 0.335


20
Properties=species:S:1:pos:R:3:mulliken_charge:R:1 method="wB97M-V/def2-TZVPD" total_charge=+1 homo_lumo_gap_ev="8.26 / 6.97" total_energy_ev=-14929.959 lumo_energy_ha="-0.1741 / -0.2230"
C -3.0893 0.4323 0.9766 -0.482
C -1.8783 0.9351 0.5972 -0.251
C -3.5140 -0.6608 0.2549 -0.119
C -1.8191 -0.6478 -1.1910 -0.287
C -1.1104 0.2919 -0.4432 0.382
C 2.6119 1.0363 -0.3923 -0.140
C 0.2198 0.5778 -0.6742 0.186
C 3.3749 -0.1778 -0.5142 -0.414
N -2.9001 -1.2277 -0.7322 -0.448
N 1.3413 0.9434 -0.5710 -0.033
N 2.0655 -1.4354 0.8959 -0.423
O 3.0686 -0.5765 0.8227 -0.039
H -3.5825 0.8956 1.8000 0.430
H -1.3903 1.7940 1.0608 0.429
H -4.4287 -1.1938 0.5502 0.370
H -1.3698 -1.0974 -2.0566 0.422
H 3.1072 1.9850 -0.4771 0.436
H 3.0523 -0.7852 -1.2600 0.434
H 4.4530 0.1053 -0.5443 0.268
H 1.7877 -1.1944 1.8978 0.279


20
Properties=species:S:1:pos:R:3:mulliken_charge:R:1 method="wB97M-V/def2-TZVPD" homo_lumo_gap_ev="7.36 / 6.07" total_energy_ev=-14381.267 lumo_energy_ha="-0.0354 / -0.0738"
C 3.3641 0.4752 0.2563 0.494
C 0.5715 -2.4898 -0.2024 -0.553
C -0.8355 -2.1386 -0.0367 -0.549
C 1.4537 -1.4917 -0.3743 -0.404
C -1.2084 -0.8322 0.1061 -0.420
C 1.0741 -0.0552 -0.2341 0.418
C -0.2880 0.2585 -0.2274 0.741
C -2.1169 1.7710 0.6364 -0.985
N 4.5135 0.4404 0.4410 -0.560
N -0.5303 2.5808 -0.8117 -0.876
N 2.1583 0.6827 -0.1438 -0.609
N -0.9211 1.4845 -0.1887 0.672
H 0.7808 -3.5807 -0.2152 0.326
H -1.4422 -3.0435 0.0787 0.334
H 2.5169 -1.5633 -0.7035 0.342
H -2.3134 -0.5602 0.2659 0.255
H -2.1439 1.0797 1.3953 0.509
H -1.8173 2.8371 1.0557 0.286
H -3.1673 1.8135 0.2003 0.278
H 0.3516 2.3315 -1.2979 0.301


22
Properties=species:S:1:pos:R:3:mulliken_charge:R:1 method="wB97M-V/def2-TZVPD" homo_lumo_gap_ev="4.49 / 7.69" multiplicity=3 total_energy_ev=-18476.452 lumo_energy_ha="0.0090 / -0.0518"
C 3.0654 -1.2258 0.0030 -0.326
C -3.0373 -0.7930 0.0141 -0.497
C 2.0289 -2.0634 -0.1126 -0.655
C -3.4404 0.4598 -0.0890 -0.517
C 1.1806 0.0203 -0.2011 -0.149
C -1.2483 0.3563 0.0089 -0.131
C 3.4467 1.1056 -0.1816 0.143
C 0.1079 0.8997 -0.0799 0.953
N 2.5648 0.1040 -0.1299 0.119
N -1.6668 -0.9022 0.1275 -0.558
N 0.8929 -1.2941 -0.2946 -0.159
N -2.2675 1.2370 -0.2263 -0.122
O 4.5875 0.9933 0.1249 -0.569
O 0.2128 2.2961 0.0762 -0.545
H 4.1018 -1.5109 0.2719 0.350
H -3.5486 -1.6489 0.0167 0.582
H 2.1278 -3.0607 -0.0317 0.482
H -4.4285 0.7955 -0.0527 0.439
H 2.9096 2.0567 -0.5736 0.208
H -0.0962 -1.5108 -0.0648 0.474
H -2.0727 2.2393 -0.0558 0.203
H -0.6042 2.5879 0.4971 0.275


24
Properties=species:S:1:pos:R:3:mulliken_charge:R:1 method="wB97M-V/def2-TZVPD" homo_lumo_gap_ev=8.89 total_energy_ev=-22575.193 lumo_energy_ha=-0.0130
C 0.8432 1.7116 0.9202 0.524
C 0.3072 0.5801 1.6911 -0.239
C -0.7911 0.7309 2.4616 -0.278
C -0.9987 3.1091 1.9059 0.286
C -0.7055 -1.5542 -2.3438 0.314
C -0.0885 -0.4333 -1.6695 -0.560
C 1.0383 -0.7434 -0.9231 -0.424
C 0.9063 -3.1389 -1.3101 0.247
H 0.4359 3.7383 0.7067 0.224
H 0.8586 -0.3662 1.6236 0.293
H -1.3300 -0.0726 2.9855 0.386
H -2.2982 2.0523 3.0277 0.191
H -0.2745 -3.6846 -2.9556 0.258
H -0.5709 0.5272 -1.6103 0.433
H 1.3982 0.0451 -0.1925 0.795
H 1.8145 -2.2041 0.5497 0.403
N 0.1817 2.9205 1.2160 -0.096
N -1.4501 1.9505 2.5329 -0.059
N -0.0445 -2.9028 -2.3400 -0.059
N 1.3885 -2.0239 -0.6281 -0.141
O 1.8321 1.6219 0.2298 -0.626
O -1.5656 4.1643 1.9917 -0.581
O -1.8602 -1.5060 -2.8899 -0.629
O 1.1399 -4.4323 -1.0809 -0.664


Molar mass? In order: 146.17 146.17 162.17 160.18 192.18 224.18 g/mol.